[1]
Density functional theory data (the ωB97M-V functional and the def2-TZVPD basis) for a cluster of 15 separate species, C50H140N10O15 in total.

XYZ file:
```
215
Properties=species:S:1:pos:R:3
C 2.57 -3.79 3.97
C 2.83 -5.26 4.08
C 2.92 -5.90 2.68
O 1.61 -5.88 2.07
C 1.41 -6.74 0.99
N 4.03 -5.50 4.87
H 2.09 -3.47 4.90
H 1.86 -3.58 3.17
H 3.47 -3.21 3.79
H 1.97 -5.72 4.56
H 3.33 -6.91 2.65
H 3.61 -5.27 2.13
H 0.42 -7.15 1.20
H 2.04 -7.63 0.99
H 1.38 -6.13 0.09
H 4.00 -5.15 5.82
H 4.76 -4.90 4.52
C -7.10 1.62 -1.10
C -7.20 0.18 -0.60
C -5.89 -0.56 -0.13
O -4.99 -0.80 -1.25
C -3.66 -1.10 -0.84
N -8.15 0.23 0.44
H -6.53 1.66 -2.02
H -6.68 2.36 -0.41
H -8.12 1.92 -1.30
H -7.64 -0.39 -1.42
H -6.14 -1.50 0.37
H -5.36 0.00 0.64
H -3.11 -0.92 -1.76
H -3.60 -2.14 -0.52
H -3.23 -0.49 -0.04
H -8.27 -0.68 0.86
H -9.06 0.42 0.04
C 2.94 -3.03 -0.62
C 4.48 -3.23 -0.43
C 5.05 -4.23 -1.47
O 6.47 -4.50 -1.46
C 6.91 -5.22 -0.30
N 5.06 -1.88 -0.48
H 2.45 -2.33 0.05
H 2.29 -3.89 -0.53
H 2.75 -2.65 -1.63
H 4.80 -3.62 0.53
H 4.83 -3.97 -2.50
H 4.53 -5.19 -1.45
H 6.33 -6.11 -0.06
H 6.75 -4.57 0.56
H 7.96 -5.46 -0.47
H 6.02 -1.99 -0.77
H 4.72 -1.40 -1.30
C -0.73 -2.38 1.64
C -1.50 -3.36 2.56
C -3.00 -3.01 2.72
O -3.06 -1.68 3.20
C -4.38 -1.14 3.35
N -1.35 -4.69 1.93
H -1.28 -2.23 0.72
H 0.27 -2.68 1.34
H -0.64 -1.41 2.14
H -0.98 -3.53 3.50
H -3.46 -3.73 3.41
H -3.54 -3.12 1.78
H -5.07 -1.54 2.61
H -4.24 -0.06 3.32
H -4.97 -1.36 4.24
H -0.37 -4.86 1.78
H -1.73 -5.31 2.63
C 5.90 0.97 -2.37
C 4.57 0.52 -2.95
C 4.21 1.29 -4.28
O 4.18 2.72 -4.08
C 3.06 3.23 -3.30
N 4.71 -0.92 -3.25
H 6.68 1.08 -3.12
H 6.28 0.27 -1.62
H 5.87 1.93 -1.84
H 3.74 0.62 -2.26
H 3.30 0.95 -4.78
H 5.04 1.10 -4.96
H 3.19 4.31 -3.19
H 3.05 2.78 -2.31
H 2.18 3.00 -3.89
H 3.87 -1.31 -3.64
H 5.45 -1.01 -3.94
C -0.40 4.91 -3.37
C -0.33 6.03 -2.27
C 1.08 6.32 -1.72
O 1.92 6.73 -2.80
C 3.25 7.02 -2.32
N -0.75 7.23 -3.02
H 0.36 5.11 -4.12
H -1.35 4.87 -3.92
H -0.22 3.95 -2.89
H -1.13 5.79 -1.57
H 1.42 5.39 -1.26
H 1.05 7.03 -0.89
H 3.64 6.11 -1.86
H 3.33 7.79 -1.55
H 3.87 7.41 -3.12
H -0.97 7.98 -2.37
H 0.10 7.57 -3.44
C 3.24 1.34 5.31
C 2.71 0.09 4.54
C 1.18 0.05 4.37
O 0.58 -0.11 5.71
C -0.83 -0.07 5.66
N 3.37 0.14 3.24
H 4.31 1.22 5.50
H 2.89 1.43 6.33
H 3.02 2.27 4.79
H 2.93 -0.84 5.07
H 0.85 -0.81 3.79
H 0.87 0.98 3.91
H -1.29 -0.47 6.56
H -1.18 -0.75 4.89
H -1.17 0.94 5.44
H 3.19 0.99 2.72
H 3.06 -0.59 2.61
C 0.98 -5.93 -3.82
C 0.09 -6.40 -2.65
C -1.46 -6.34 -3.03
O -1.98 -5.04 -3.37
C -2.18 -4.20 -2.24
N 0.49 -7.78 -2.36
H 1.86 -5.42 -3.43
H 0.39 -5.16 -4.31
H 1.25 -6.66 -4.59
H 0.22 -5.73 -1.81
H -2.06 -6.78 -2.23
H -1.66 -6.96 -3.91
H -1.26 -3.84 -1.80
H -2.85 -4.68 -1.53
H -2.68 -3.28 -2.56
H 0.44 -8.37 -3.18
H -0.20 -8.17 -1.73
C -4.87 3.37 5.72
C -5.81 3.64 4.57
C -5.45 2.91 3.25
O -4.20 3.38 2.65
C -3.95 2.80 1.36
N -7.09 3.10 4.93
H -4.71 2.31 5.91
H -5.16 3.89 6.64
H -3.85 3.67 5.47
H -5.82 4.72 4.41
H -6.27 2.99 2.53
H -5.35 1.84 3.43
H -3.89 1.71 1.41
H -2.97 3.11 0.99
H -4.78 3.02 0.70
H -7.74 3.34 4.20
H -7.33 3.70 5.71
C 0.58 -1.37 -3.92
C 1.04 -1.16 -5.36
C 1.96 -2.30 -5.79
O 3.16 -2.23 -5.05
C 4.02 -3.21 -5.61
N -0.15 -1.03 -6.20
H 1.50 -1.49 -3.36
H -0.01 -2.27 -3.73
H 0.03 -0.53 -3.49
H 1.63 -0.25 -5.44
H 2.19 -2.33 -6.86
H 1.43 -3.22 -5.56
H 4.43 -2.82 -6.54
H 3.53 -4.18 -5.75
H 4.88 -3.47 -5.00
H 0.24 -0.81 -7.11
H -0.57 -0.17 -5.87
C -3.01 1.80 -2.79
C -2.93 2.20 -4.27
O -2.40 1.09 -4.96
H -3.58 0.89 -2.63
H -3.50 2.50 -2.11
H -2.04 1.50 -2.40
H -2.35 3.11 -4.40
H -3.95 2.29 -4.65
H -2.91 0.30 -4.80
C 3.60 3.85 0.34
C 3.38 2.38 0.86
O 2.32 2.39 1.77
H 4.01 4.51 1.11
H 2.78 4.29 -0.22
H 4.39 3.86 -0.42
H 4.33 2.07 1.30
H 3.12 1.65 0.09
H 1.51 2.55 1.28
C 0.25 0.65 -0.57
C -0.45 1.15 0.65
O -0.17 2.47 0.82
H -0.13 -0.34 -0.82
H 1.32 0.59 -0.34
H 0.20 1.20 -1.51
H -0.15 0.62 1.55
H -1.54 1.11 0.62
H -0.57 2.82 1.62
C -2.72 6.35 0.78
C -3.49 6.94 1.92
O -4.74 6.26 1.76
H -2.74 5.30 1.04
H -1.75 6.85 0.78
H -3.20 6.50 -0.19
H -3.66 8.01 1.82
H -2.90 6.72 2.81
H -4.53 5.33 1.84
C 0.59 4.21 3.53
C -0.97 4.09 3.61
O -1.27 2.76 3.16
H 0.91 4.15 2.49
H 1.10 3.41 4.07
H 0.89 5.23 3.78
H -1.39 4.85 2.95
H -1.33 4.19 4.64
H -2.23 2.64 3.20
```

- E_tot (eV) = -99724.8885
- ΔE to the lowest compared entry with this formula, charge and spin (kcal per mole) = 71.3
- HOMO energy (eV) = -8.4
- Kohn-Sham gap (eV) = 8.91
- total charge = 0

Mulliken population analysis, charges in e, atoms 1 to 5:
1 C -0.742
2 C 0.570
3 C -0.324
4 O -0.206
5 C -0.893



[2]
Density functional theory data (the ωB97M-V functional and the def2-TZVPD basis) for a cluster of 16 separate species, C50H142N10O18 in total.

XYZ file:
```
220
Properties=species:S:1:pos:R:3
C 1.18 -0.73 -4.07
O 0.94 0.23 -3.05
H 1.79 -0.30 -4.86
H 1.72 -1.58 -3.63
H 0.27 -1.13 -4.52
H 1.60 0.95 -3.22
C -3.43 1.15 -4.41
O -3.79 1.82 -5.62
H -3.99 0.25 -4.17
H -2.35 0.96 -4.44
H -3.51 1.89 -3.61
H -4.42 1.28 -6.10
C 4.04 3.18 0.95
O 2.88 4.00 1.05
H 4.33 3.13 -0.10
H 4.85 3.53 1.59
H 3.77 2.17 1.27
H 2.84 4.41 1.93
C -4.76 0.61 -0.44
O -4.26 -0.61 -0.97
H -5.65 0.36 0.15
H -3.98 1.10 0.15
H -5.13 1.28 -1.22
H -3.31 -0.39 -1.11
C -1.92 -3.32 -4.90
O -1.88 -3.25 -3.49
H -0.93 -3.67 -5.22
H -2.66 -4.05 -5.22
H -2.11 -2.34 -5.35
H -2.80 -3.18 -3.15
C 2.66 -0.39 5.84
O 1.79 0.63 5.32
H 2.26 -0.66 6.82
H 2.55 -1.22 5.13
H 3.69 -0.04 5.93
H 0.90 0.23 5.43
C 1.16 5.70 -3.25
O 2.10 4.66 -3.34
C 1.92 3.65 -2.36
C 3.09 2.68 -2.50
N 3.02 2.04 -3.80
C 4.15 1.15 -4.04
C 4.28 0.74 -5.50
O 4.93 1.78 -6.21
C 5.40 1.38 -7.49
H 1.35 6.45 -4.02
H 1.09 6.22 -2.30
H 0.18 5.29 -3.52
H 0.99 3.12 -2.62
H 1.79 4.07 -1.36
H 3.12 2.04 -1.61
H 4.01 3.27 -2.36
H 3.00 2.74 -4.53
H 4.06 0.22 -3.47
H 5.10 1.56 -3.67
H 3.31 0.57 -5.99
H 4.93 -0.14 -5.54
H 4.58 0.80 -7.92
H 6.24 0.68 -7.47
H 5.66 2.23 -8.11
C 8.55 -3.20 0.17
O 7.20 -2.81 0.12
C 6.59 -3.16 -1.11
C 5.21 -2.56 -1.21
N 5.33 -1.11 -1.11
C 4.05 -0.45 -0.99
C 3.36 -0.66 0.36
O 4.35 -0.40 1.35
C 3.85 -0.54 2.67
H 9.00 -2.84 1.10
H 9.15 -2.78 -0.64
H 8.74 -4.27 0.26
H 6.59 -4.26 -1.17
H 7.22 -2.81 -1.94
H 4.60 -3.00 -0.41
H 4.77 -2.89 -2.15
H 5.81 -0.93 -0.23
H 3.35 -0.75 -1.78
H 4.24 0.63 -1.05
H 3.04 -1.69 0.55
H 2.49 0.00 0.48
H 4.60 -0.18 3.38
H 3.60 -1.58 2.90
H 2.98 0.13 2.76
C 4.36 -2.17 -5.24
C 3.97 -3.63 -5.57
C 2.74 -4.09 -4.80
O 3.00 -4.02 -3.41
C 1.95 -4.37 -2.56
N 3.67 -3.66 -7.01
H 3.67 -1.50 -5.76
H 5.36 -1.95 -5.63
H 4.42 -2.03 -4.17
H 4.81 -4.29 -5.34
H 2.50 -5.13 -5.04
H 1.90 -3.44 -5.09
H 1.73 -5.44 -2.60
H 1.03 -3.85 -2.85
H 2.15 -4.03 -1.54
H 4.50 -3.35 -7.51
H 3.56 -4.63 -7.29
C -4.39 7.99 -0.65
C -4.67 6.55 -1.06
C -3.69 5.55 -0.44
O -3.90 4.27 -1.00
C -2.76 3.46 -0.87
N -6.06 6.16 -0.80
H -4.62 8.13 0.41
H -5.06 8.66 -1.19
H -3.36 8.24 -0.88
H -4.53 6.52 -2.15
H -3.80 5.51 0.65
H -2.70 5.94 -0.73
H -1.99 3.67 -1.62
H -3.09 2.45 -1.08
H -2.20 3.53 0.07
H -6.26 5.25 -1.20
H -6.10 6.00 0.21
C -0.40 -2.13 3.73
C -1.22 -1.04 4.43
C -2.71 -1.45 4.58
O -3.30 -1.90 3.39
C -3.59 -0.82 2.49
N -0.61 -0.76 5.74
H 0.60 -1.72 3.57
H -0.80 -2.43 2.76
H -0.24 -3.02 4.34
H -1.20 -0.12 3.85
H -3.26 -0.61 5.03
H -2.74 -2.25 5.33
H -2.64 -0.49 2.07
H -4.14 -0.01 2.99
H -4.26 -1.20 1.72
H -1.06 0.03 6.20
H -0.81 -1.53 6.38
C -3.39 -4.23 -0.18
C -4.69 -4.20 -0.99
C -5.87 -3.71 -0.16
O -6.32 -4.69 0.73
C -7.38 -4.20 1.50
N -4.47 -3.36 -2.15
H -3.57 -4.75 0.76
H -3.00 -3.23 0.05
H -2.60 -4.70 -0.75
H -4.90 -5.23 -1.32
H -6.66 -3.48 -0.89
H -5.56 -2.78 0.34
H -7.65 -4.89 2.30
H -8.28 -4.01 0.89
H -7.21 -3.22 1.98
H -4.43 -2.37 -1.87
H -5.32 -3.32 -2.71
C -0.06 -1.93 -0.62
C -1.12 -0.84 -0.53
C -0.55 0.43 0.12
O -0.10 0.23 1.44
C 0.33 1.44 2.03
N -1.53 -0.54 -1.92
H 0.17 -2.37 0.36
H 0.85 -1.49 -1.04
H -0.35 -2.76 -1.27
H -1.98 -1.24 0.02
H -1.34 1.19 0.06
H 0.28 0.81 -0.49
H 1.09 1.94 1.41
H 0.66 1.24 3.05
H -0.51 2.13 2.09
H -0.65 -0.18 -2.35
H -1.58 -1.38 -2.50
C 0.48 5.63 5.65
C 1.11 4.34 5.11
C 2.59 4.47 4.73
O 2.76 5.39 3.67
C 4.11 5.80 3.52
N 0.94 3.34 6.16
H 1.15 6.03 6.41
H -0.53 5.56 6.04
H 0.44 6.40 4.88
H 0.64 3.97 4.19
H 2.99 3.51 4.38
H 3.24 4.77 5.56
H 4.27 6.64 4.21
H 4.27 6.21 2.53
H 4.80 4.98 3.71
H 1.54 2.53 5.99
H 0.02 2.91 6.20
C -4.87 2.90 2.53
C -3.83 2.86 3.67
C -2.91 4.09 3.84
O -2.31 4.35 2.58
C -1.62 5.57 2.56
N -4.46 2.56 4.94
H -5.72 3.55 2.74
H -5.22 1.88 2.38
H -4.52 3.27 1.56
H -3.12 2.05 3.47
H -2.16 3.92 4.62
H -3.47 4.96 4.19
H -1.09 5.66 1.61
H -0.82 5.71 3.28
H -2.31 6.42 2.61
H -5.17 3.27 5.07
H -4.96 1.68 5.02
C -3.21 -7.82 2.20
C -1.79 -7.60 2.63
C -0.96 -6.67 1.73
O -0.56 -7.35 0.55
C 0.21 -6.57 -0.31
N -1.83 -7.04 3.97
H -3.92 -8.32 2.85
H -3.21 -8.29 1.21
H -3.65 -6.84 1.95
H -1.27 -8.56 2.73
H -0.09 -6.33 2.29
H -1.58 -5.81 1.45
H 0.62 -7.25 -1.06
H 1.12 -6.15 0.15
H -0.26 -5.68 -0.74
H -2.32 -6.15 4.01
H -0.93 -6.87 4.41
```

- E_tot (eV) = -105900.4290
- HOMO energy (eV) = -8.8
- Kohn-Sham gap (eV) = 9.31
- total charge = 0

Mulliken population analysis, charges in e, atoms 1 to 5:
1 C -0.610
2 O -0.451
3 H 0.262
4 H 0.075
5 H 0.212